{"formula": "C2H5OP", "method": "ωB97M-V/def2-TZVPD", "homo_lumo_gap_ha": 0.3207, "smiles": "CCP=O", "homo_ev": -9.28, "largest_force_ev_per_a": 2.38, "elements": ["C", "C", "O", "P", "H", "H", "H", "H", "H"], "xyz": [[0.21653, 0.35765, -0.25856], [-1.05613, -0.31265, 0.34868], [2.78650, -0.19082, -0.66312], [1.81905, -0.17453, 0.45514], [0.36451, 0.16388, -1.26641], [0.02090, 1.36629, -0.02992], [-1.44863, -1.25434, -0.03525], [-0.81445, -0.32869, 1.37245], [-1.88828, 0.37320, 0.07699]]}

{"formula": "C2H5OP", "method": "ωB97M-V/def2-TZVPD", "homo_lumo_gap_ha": 0.3899, "smiles": "P[C@@H]1CO1", "homo_ev": -9.57, "largest_force_ev_per_a": 3.87, "elements": ["C", "C", "O", "P", "H", "H", "H", "H", "H"], "xyz": [[0.25102, 0.19418, -1.15230], [-0.50851, -0.29853, 0.01187], [-1.14489, 0.43248, -1.16631], [-0.37771, 0.35477, 1.71960], [0.88043, 0.99112, -0.96806], [0.73799, -0.65226, -1.80762], [-0.69738, -1.34227, -0.08856], [0.73087, 1.10958, 1.36575], [0.12819, -0.78907, 2.08562]]}

{"formula": "C2H5OPS2", "method": "ωB97M-V/def2-TZVPD", "homo_lumo_gap_ha": 0.3309, "smiles": "C=C[P@@](O)(=S)S", "homo_ev": -9.40, "largest_force_ev_per_a": 4.51, "elements": ["C", "C", "O", "P", "S", "S", "H", "H", "H", "H", "H"], "xyz": [[-1.16077, -1.04837, 0.84613], [-0.57227, 0.04681, 0.36248], [1.82881, 0.02465, -1.38871], [-0.21878, 0.28582, -1.36168], [-1.00677, -0.87444, -2.63285], [-0.22517, 2.44220, -1.67009], [-1.37150, -1.04310, 2.01574], [-1.58061, -1.85763, 0.20655], [-0.25100, 0.83929, 1.12812], [2.19329, -0.30342, -0.45096], [0.50717, 2.45961, -2.81250]]}

{"formula": "C2H5OS", "method": "ωB97M-V/def2-TZVPD", "homo_lumo_gap_ha": 0.2133, "charge": -1, "homo_ev": -2.44, "largest_force_ev_per_a": 1.15, "elements": ["S", "H", "O", "C", "C", "H", "H", "H", "H"], "xyz": [[1.43638, 4.55547, -0.49739], [2.53603, 3.90677, -0.05960], [-2.05447, -1.82532, 0.91467], [-1.27074, -0.99499, 0.50275], [-0.03141, -1.37579, -0.24374], [-1.51402, 0.04784, 0.77021], [-0.10084, -1.00053, -1.27179], [0.12355, -2.44729, -0.20290], [0.87550, -0.86617, 0.08779]]}

{"formula": "C2H5PS", "method": "ωB97M-V/def2-TZVPD", "homo_lumo_gap_ha": [0.2383, 0.2739], "homo_ev": [-7.62, -8.05], "largest_force_ev_per_a": 4.45, "elements": ["C", "C", "P", "S", "H", "H", "H", "H", "H"], "xyz": [[1.13595, 1.16315, 2.05375], [-1.04201, -0.13469, -0.63796], [-0.36948, -1.06990, -2.04047], [0.39133, 0.17501, 0.83300], [1.08257, 2.20296, 1.99034], [1.86125, 0.51553, 2.59330], [-1.22306, 0.86243, -1.11137], [-1.71016, -1.40446, -2.21335], [-0.12640, -2.31002, -1.46726]]}

{"formula": "C2H5PS2", "method": "ωB97M-V/def2-TZVPD", "homo_lumo_gap_ha": 0.3049, "homo_ev": -8.37, "largest_force_ev_per_a": 4.47, "elements": ["C", "C", "P", "S", "S", "H", "H", "H", "H", "H"], "xyz": [[-0.11164, -0.46683, 1.66790], [1.00519, 0.52135, 0.00986], [-1.66128, -1.26978, 1.11969], [1.12956, -1.38954, 2.51580], [0.34466, 0.43593, 3.09797], [1.91330, -0.15876, 0.10227], [1.01088, 1.58959, 0.23724], [0.38536, 0.52342, -0.92395], [-0.90267, -2.24916, 0.19562], [-2.08624, -0.21872, 0.25027]]}

{"formula": "C2H5PS3", "method": "ωB97M-V/def2-TZVPD", "homo_lumo_gap_ha": 0.3541, "homo_ev": -9.14, "largest_force_ev_per_a": 3.14, "elements": ["C", "C", "P", "S", "S", "S", "H", "H", "H", "H", "H"], "xyz": [[0.48528, -1.15163, -0.66631], [0.49343, 1.39166, -0.39458], [-0.68926, 0.08876, 0.24980], [-2.52427, 0.34097, -0.31774], [1.14042, 0.27128, -1.65210], [-0.32079, -0.34034, 2.30314], [1.14646, -1.48773, 0.10568], [-0.17540, -1.82664, -1.21535], [0.23831, 2.35918, -0.91278], [1.42225, 1.65998, 0.12965], [-1.21643, -1.30549, 2.37061]]}

{"formula": "C2H6AlFO", "method": "ωB97M-V/def2-TZVPD", "homo_lumo_gap_ha": 0.1733, "charge": 2, "homo_ev": -20.84, "largest_force_ev_per_a": 5.93, "elements": ["Al", "F", "C", "C", "O", "H", "H", "H", "H", "H", "H"], "xyz": [[1.94005, 0.74779, -3.03651], [2.03062, -1.43680, -1.28526], [-0.53531, 0.21092, 1.39288], [-0.20841, -0.34608, -0.00038], [-0.13773, 0.64903, -0.91232], [-1.03528, -0.51957, 2.02965], [-1.20874, 1.09136, 1.39353], [0.43826, 0.59287, 1.82661], [-1.01137, -1.13829, -0.28164], [0.78904, -0.85032, 0.00946], [-1.06114, 0.99907, -1.13603]]}

Table of ΔE to the lowest compared entry with this formula, charge and spin (eV), in record order: 0.371; 2.404; 1.471; 0.395; 4.879; 3.781; 0.000; 3.059
Table of molar mass (g/mol), in record order: 76.0; 76.0; 140.2; 77.1; 92.1; 124.2; 156.2; 92.0